[1]
144
Properties=species:S:1:pos:R:3 method="wB97M-V/def2-TZVPD" de_lowest_kj_mol=0.00 total_charge=+1 homo_energy_ev=-9.352 e_tot_ha=-10395.93774 mol_weight_g_mol=1377.015 multiplicity=1
C -9.4304 2.0237 1.8853
H -0.1658 2.2957 3.7660
H 0.7171 -8.0874 -3.7844
H 2.3274 0.8809 3.6631
C 7.0556 -7.3597 -4.7832
H 3.7340 2.9871 2.9633
H 7.7910 -7.1041 -4.0235
Br 2.1096 -3.7790 1.4640
H -9.7262 1.4450 1.0108
H 1.5145 0.2894 -0.0883
S -3.6304 2.9803 4.1397
H -3.5707 4.8874 5.5746
S 2.4471 -4.4399 -4.2678
C -0.1146 1.0630 0.9009
C -1.2786 -2.9668 -1.1049
H -2.6155 3.5248 6.2359
H 3.6652 -2.5117 3.5390
S 0.3619 -6.7968 -5.7391
H -8.7771 0.0753 -1.0858
H 7.7105 10.2344 -0.4628
C 1.3835 0.8508 4.2019
H 8.1377 11.8385 -1.1124
C -2.5899 -2.2414 -1.4551
S 5.5467 -7.8591 -3.9485
H 2.4946 8.2232 1.7885
S 9.0288 11.5193 1.0584
C 4.3160 -2.1819 2.7400
H 7.4257 -8.1891 -5.3849
H 0.6812 2.5413 5.3203
H -9.6547 -2.0311 -0.1054
H -2.5209 -1.1688 -1.3202
H -4.6034 1.9871 6.0824
C 4.6154 7.1628 3.3504
H -1.9734 4.5054 4.8915
H 5.3882 6.4481 3.6262
O -0.8660 -0.2370 -3.0906
H -1.5117 -3.6761 -0.3172
C -4.3840 0.0767 -5.7357
C 1.2330 -2.2519 -1.4431
C -2.8738 4.0847 5.3368
H 6.4026 -1.5097 2.9256
H 3.3785 9.0651 0.4924
H 3.6336 6.7384 3.5667
H 5.0253 -8.9279 -6.0184
H -6.9184 -1.0781 -6.0499
C -0.0748 -1.0806 -3.3955
C 9.6098 9.9103 1.6056
C -1.1232 1.6835 0.9606
H -3.6152 0.6165 -5.1866
C 0.9936 -1.2024 1.3937
H 5.2054 -0.4264 3.7375
H -8.6604 -3.3949 0.4645
H -0.4225 -1.0232 -0.9441
O -5.6595 -0.6704 -3.5389
H 1.7481 -1.6789 3.4506
N -0.0850 -1.9671 0.7897
H 9.3588 10.5411 -1.0999
H -5.7300 -2.2173 -6.7547
H 1.8573 0.8287 1.5045
H 4.7846 -2.9936 2.1977
F -0.9839 -3.7577 -2.2192
H 0.1530 -2.1930 3.1051
H -1.0355 -6.3091 -7.5894
C -4.9857 2.4459 5.1692
H -0.1505 -0.5195 4.5747
H 8.7685 9.2155 1.6313
H -5.6205 3.2980 5.4042
H -2.8400 -2.4094 -2.4983
H -3.4102 -2.6271 -0.8602
H 2.0604 -1.2896 -3.2622
H -1.2631 -7.9864 -7.0367
S 3.8553 -3.2848 -0.6679
H -1.8818 -0.8585 0.6541
N 1.4809 -3.5933 -1.8570
S -7.3180 -1.5107 -0.0578
C 0.7928 2.2746 4.2756
C 5.4663 -1.4440 3.4624
H -2.0737 -2.4963 1.3034
O 1.5245 4.7789 4.2010
S 1.8061 3.5339 3.5558
N 2.5561 -1.9707 -0.5531
C 1.7170 -3.9714 -2.9957
H 10.3846 9.5530 0.9271
C 1.2198 -1.2068 -2.5761
C -1.1376 -6.9520 -6.7176
H -1.4364 -1.2123 2.2701
C 3.5705 -1.2444 1.7749
H -8.7218 -3.0172 -1.2737
S -7.9779 1.2740 2.6244
S 4.7556 7.4820 1.5889
O 6.0351 8.2069 1.3724
C 3.4370 8.6975 1.5145
C -6.2071 -1.8757 -5.8364
C 4.5785 -8.1218 -5.4368
C 1.1151 0.2818 0.9297
O 4.9946 -6.6424 -3.2838
O -7.4804 -0.8390 1.2613
H 10.0212 10.0275 2.6058
H -10.2376 2.0561 2.6171
C -0.1101 -2.0369 -0.6720
H 3.5689 -8.4003 -5.1445
H -9.1668 3.0345 1.5824
H -5.5623 1.7240 4.6019
I -0.5776 -2.1760 -5.1677
H 1.2806 -0.2205 -2.1274
S -4.9518 -1.2748 -4.7007
C -8.7625 -0.2824 3.0510
H 3.1315 -0.4978 2.4227
H -7.8030 -0.8275 -2.2919
H 4.7614 8.0884 3.9070
F 3.2032 -0.8999 -1.1675
O 10.2228 12.3817 0.8705
C -0.1098 -7.9944 -4.4861
H 4.5443 -7.2029 -6.0212
H -0.9961 -7.6381 -3.9611
H -8.0287 -0.8954 3.5694
O 3.3280 3.1550 3.8261
C 2.3646 -1.8278 0.9584
H -1.9913 -6.6297 -6.1210
H 4.5101 -2.6968 -1.6983
H -6.7193 -2.7087 -5.3598
O -2.6899 1.8206 3.9765
H 3.6626 9.5218 2.1908
H -0.4757 0.3519 3.1406
O 1.6172 3.5812 2.1308
C 8.5080 10.9707 -0.5710
Cl 4.7863 -0.3073 0.8528
H -7.0552 0.4631 -1.3379
O 1.4711 -7.3981 -6.5251
H -5.2179 0.7427 -5.9563
C -1.4246 -1.6266 1.2719
H -3.9614 -0.3257 -6.6563
H -2.0257 2.2245 1.1344
C 0.8453 -1.3800 2.9281
H 6.8552 -6.4915 -5.4110
H 1.6268 0.5175 5.2062
C 0.3272 -0.1416 3.6711
H 5.6206 -1.9763 4.3999
C -8.7366 -2.5951 -0.2691
O -7.7139 1.9983 3.9032
H -9.0789 -0.7853 2.1377
C -7.7940 -0.3334 -1.3232
H -0.3049 -8.9581 -4.9564
H -9.6152 -0.0953 3.7039

[2]
135
Properties=species:S:1:pos:R:3 method="wB97M-V/def2-TZVPD" smiles="[H]/N=C(/N)NCCCC[C@H]1C[C@@](CC=O)(P(CC)CC)NC1=O.CN(C)C=O.CN(C)C=O.CN(C)C=O.CN(C)C=O.CN(C)C=O.CN(C)C=O.CN(C)C=O" total_charge=0 homo_energy_ev=-7.466 e_tot_ha=-3038.98799 mol_weight_g_mol=840.062 multiplicity=1
H -9.6202 -4.6534 -1.0247
O 8.1566 2.4614 -2.8855
C 2.8149 -6.3028 -2.4964
C 0.4061 0.1401 2.9361
C -2.1746 0.5358 0.1153
C 0.5405 -0.9388 -5.3094
C 2.5427 2.6093 -1.2190
O -1.8709 -3.0527 -0.5912
H 2.2342 1.9273 -3.4530
H -6.0959 3.2769 7.1767
H -5.6842 -4.5099 -1.9544
C -8.7877 -4.0092 -1.3203
O -2.4474 5.3026 7.9523
H 7.0089 0.0892 -0.1421
O 0.2305 3.5431 3.0057
H 4.7745 -7.5900 -1.5053
C 2.9979 8.3200 -2.0538
N 1.2191 -1.2516 5.8317
C -5.5261 3.4007 8.1022
C 7.7865 1.6974 -2.0033
H 5.6760 1.4903 -3.6970
O -1.2110 -3.9406 -4.3472
H 0.5702 4.0778 6.7566
H -0.0693 1.1568 -4.5798
C -0.2249 6.0837 4.1035
O 3.2118 -4.9184 0.8269
H -1.1635 5.8848 3.5777
H 4.1732 -7.4488 0.1731
C 4.6821 7.3060 -3.5880
H -3.6915 -4.9117 -5.1586
H 2.0671 -1.9191 -2.2512
C 4.4654 -6.8921 -0.7224
H -2.7341 -7.5854 -2.7940
H -8.3671 -3.5344 -0.4291
H 5.3742 -0.0112 -0.8457
C -2.0889 0.2474 -2.4922
H -3.9309 -6.6560 -4.8446
C -1.0494 0.8281 2.5102
N -4.1636 3.7596 7.7689
H 2.4764 -7.3396 -2.5810
H 0.1153 -1.9484 -5.7309
H -5.9992 4.1734 8.7143
O 1.8060 -0.5465 -5.4771
C 1.8088 -0.1869 4.8968
H 2.9454 3.6721 -1.4998
H 6.9290 0.3240 -4.1813
H 3.8180 9.0322 -1.9289
H 1.2412 0.3897 2.1206
H 3.3633 -0.5789 -1.6369
H -3.9634 1.9639 6.6978
H 1.0710 5.7719 6.5189
C 2.4535 6.2802 -3.2696
C -0.4772 0.0414 -4.4772
H -3.7559 -0.6347 -1.0152
H -1.3735 -1.2648 1.4135
H 1.9744 -5.6333 -2.6985
C -1.5811 -4.7047 -3.4649
N 3.3439 -6.0901 -1.1655
H 4.7922 8.2392 -4.1477
C -0.5553 -0.3006 -2.8756
C 1.6078 1.9998 -2.4619
N 3.1504 -0.0303 4.6337
H -9.1546 -3.2409 -2.0071
H -2.9449 -0.0824 -3.2322
H -2.1772 1.3945 -2.2319
H 5.4367 -0.2540 -3.3830
N -7.7475 -4.7696 -1.9808
N 3.3660 7.2739 -2.9852
C -1.9211 -0.2300 1.5787
H -0.3459 6.9514 4.7576
H 2.7709 -0.7882 0.6862
N -2.5442 -5.6814 -3.6041
H -2.4887 2.5517 7.5213
H 1.3127 -2.1911 5.3609
H 6.6334 -1.1834 -1.3324
H -2.9753 -0.4022 2.0782
H 2.2566 -2.6255 0.1843
H -3.9933 -6.4133 -2.3073
C -2.9265 -6.5472 -2.5083
H -2.3587 -6.3128 -1.6038
H -0.0213 0.8163 4.8313
C -1.6966 -1.8945 -1.2857
H -6.6238 -3.0106 -2.2144
C -2.5724 -0.5086 -1.0843
H 2.8350 5.5366 -3.9887
H 2.7529 7.8671 -1.0884
N 0.8399 0.7716 4.2408
H -6.4678 -4.2179 -3.5246
H -1.2458 1.2162 -0.1072
H 0.1675 -1.1069 5.8817
P 0.9054 0.3421 -1.8278
C -3.1953 -5.8482 -4.8869
N 6.8234 0.7206 -2.1425
H 5.2987 -6.2299 -0.4691
H 3.4072 1.8441 -0.9132
H -2.4386 -6.0781 -5.6430
O 1.3273 6.1930 -2.7972
H 0.6153 2.8911 4.8900
N -0.6641 -1.7469 -2.4142
C 2.8143 -5.1494 -0.3078
H 3.2184 0.7885 3.9746
H -1.1510 -4.6639 -2.4506
H -8.7894 -6.5546 -1.7929
H 4.8256 6.4611 -4.2671
H 2.1131 8.8397 -2.4337
H 0.9564 -1.1992 0.3281
H -0.8259 1.8516 1.9485
C 2.0804 -1.4785 0.0425
H 5.4351 7.2618 -2.7958
H -4.2733 5.5547 8.8045
H -0.6578 5.3696 6.7328
C 6.4411 -0.1451 -1.0467
C 0.2919 5.0343 6.3058
H 8.2166 1.7382 -0.9889
H 0.7018 2.7491 -2.5550
H 0.5567 6.2852 3.3648
H -0.7244 -2.4849 -3.1496
H -5.5180 2.4581 8.6573
O -7.0104 -6.8317 -2.7321
H -3.0804 1.2803 0.3241
H -1.7138 1.1056 3.4553
N 0.1428 4.9118 4.8708
C -6.5623 -4.0779 -2.4436
C -3.5903 4.9382 8.1970
C 6.1723 0.5538 -3.4253
H 1.8421 2.6668 -0.2546
H 3.6075 -6.1146 -3.2264
C -3.3790 2.8502 6.9597
C -7.8498 -6.1297 -2.1828
H 0.3047 -1.0272 3.1025
C 2.2544 -0.9777 -1.5413
H 1.9662 -4.5963 -0.7442
H -1.5593 0.0019 -4.9509
C 0.3395 3.7163 4.2128
H -3.0638 3.3664 6.0480